# 1
Formula: C35H42F6FeGeN7OS
Source: the OMol25 dataset
Level of theory: wB97M-V/def2-TZVPD

XYZ file:
```
94
Properties=species:S:1:pos:R:3:forces:R:3:mulliken_charge:R:1
Ge -0.250 -2.773 0.036 -0.34 0.10 -0.11 0.54
Fe -0.156 1.219 -0.060 0.69 -0.22 0.64 -0.01
S -6.315 4.631 1.591 -0.07 0.06 0.33 -0.35
F -0.594 -0.985 0.187 0.05 0.34 0.07 -0.44
F 4.683 3.208 0.096 -0.03 -0.03 0.00 -0.37
F 0.523 1.696 6.993 0.01 0.01 0.04 -0.24
F 0.043 -0.405 6.781 0.00 0.01 0.03 -0.28
F -1.537 1.077 6.763 -0.01 0.00 0.03 -0.25
F 4.486 -1.448 0.095 -0.02 -0.01 -0.01 -0.37
O 1.165 2.573 -2.756 -0.03 0.05 0.02 -0.57
N -6.080 4.831 -0.996 -0.17 -0.10 -0.19 -0.29
N -0.217 0.796 -2.159 0.29 0.72 0.18 1.24
N 0.009 1.251 2.126 -0.56 0.03 -0.54 0.89
N -0.650 0.002 -4.229 0.03 0.06 -0.11 0.01
N -1.721 -0.971 -2.369 -0.08 0.09 -0.05 -0.01
N 0.417 3.217 0.075 -0.16 -0.30 -0.55 0.89
N -2.202 1.675 -0.147 -0.04 0.26 0.16 0.54
C 0.310 1.069 -4.454 -0.09 -0.09 0.00 -0.61
C -3.785 3.152 -1.175 0.25 -0.12 -0.34 -0.88
C 3.984 -4.357 2.092 0.00 0.01 -0.02 -1.55
C 0.225 -3.300 1.836 0.22 -0.13 0.03 -1.21
C 0.512 1.607 -3.038 0.03 -0.31 -0.09 -0.19
C 1.699 -3.289 2.263 -0.14 -0.01 0.01 -0.16
C -2.666 2.330 -1.213 -0.30 0.13 -0.15 -0.87
C 0.391 -5.450 -1.725 -0.08 0.04 -0.05 0.13
C 0.344 -4.088 -2.420 0.06 0.03 0.04 -1.19
C 0.378 -0.045 4.097 0.06 -0.01 -0.03 -0.89
C -0.474 2.236 2.891 0.13 0.09 0.03 -0.61
C -0.439 -6.509 -2.441 0.05 0.03 -0.01 -1.53
C 3.928 2.088 0.064 0.10 0.10 0.02 0.44
C 2.583 -4.269 1.500 0.02 -0.01 0.10 0.25
C 1.753 3.410 0.008 -0.03 0.01 0.09 -0.26
C 2.543 2.168 0.018 -0.15 0.14 0.01 0.13
C 1.787 0.984 -0.008 -0.12 -0.41 -0.20 0.99
C -0.880 -0.077 -2.910 -0.13 -0.12 0.21 -0.37
C 4.617 0.892 0.089 0.09 0.01 0.00 -1.08
C -5.652 4.273 0.148 0.46 -0.30 -0.10 0.11
C -0.400 4.275 0.097 0.05 -0.07 0.00 -0.28
C 0.044 5.578 0.049 -0.01 0.04 0.02 -1.01
C -1.055 -0.930 -5.262 0.03 0.02 0.08 -0.99
C -4.014 2.624 1.111 0.10 -0.30 0.32 -0.91
C 0.442 0.147 2.725 0.09 -0.04 0.08 -0.02
C 2.269 4.704 -0.056 0.00 0.08 0.03 -0.78
C -0.280 0.825 6.368 0.02 0.00 -0.08 0.71
C -0.580 2.137 4.264 0.04 0.07 -0.02 -1.12
C -0.157 0.965 4.870 -0.02 -0.04 0.08 0.33
C 3.855 -0.254 0.065 -0.06 -0.05 0.01 -0.15
C 1.412 5.787 -0.038 0.05 0.06 0.00 -0.80
C -2.903 1.810 0.985 -0.28 -0.18 0.09 -0.71
C 0.871 -2.952 -1.537 0.08 -0.21 -0.06 -0.55
C 2.474 -0.229 0.015 0.05 0.17 0.01 0.13
C -4.468 3.333 0.016 -0.46 0.40 -0.09 1.10
H -5.869 4.429 -1.894 0.03 0.05 0.02 0.18
H 1.249 0.702 -4.872 0.03 -0.02 0.04 0.37
H 0.937 -4.131 -3.338 -0.06 -0.03 -0.04 0.59
H 2.125 -2.286 2.168 0.03 0.00 0.03 0.06
H -1.388 -0.380 -6.141 -0.01 0.02 -0.01 0.32
H -0.388 -2.658 2.474 -0.01 -0.05 0.05 0.34
H -0.179 -4.313 1.936 0.00 0.02 0.07 0.58
H -2.394 -1.456 -2.934 0.02 -0.01 -0.02 0.20
H -1.882 -1.550 -4.923 0.01 0.01 -0.02 0.32
H -0.660 6.398 0.075 0.02 -0.02 0.00 0.51
H 0.866 -1.989 -2.046 0.02 0.04 -0.03 0.28
H 3.953 -4.730 3.117 0.00 0.02 -0.01 0.40
H 4.616 -5.029 1.510 -0.01 0.00 0.02 0.43
H 4.464 -3.376 2.099 -0.02 -0.03 0.00 0.27
H 1.812 6.792 -0.089 -0.01 -0.03 -0.01 0.43
H -0.689 -3.878 -2.717 0.00 0.03 -0.01 0.27
H 1.952 -1.176 -0.003 0.03 -0.06 -0.03 0.39
H -0.075 -6.667 -3.459 -0.02 0.00 0.02 0.35
H 1.740 -3.549 3.326 0.02 0.05 0.01 0.60
H 0.022 -5.350 -0.694 0.02 -0.03 -0.01 0.06
H -6.911 5.399 -0.934 0.03 0.03 -0.03 0.23
H -1.701 -3.186 -0.282 0.05 -0.14 0.00 -0.09
H -1.461 4.064 0.161 0.04 0.02 -0.01 0.21
H -2.102 2.210 -2.127 0.00 0.10 0.03 0.16
H 5.697 0.869 0.130 -0.03 -0.01 0.00 0.55
H -0.984 2.955 4.846 0.01 -0.01 -0.03 0.50
H -0.779 3.140 2.377 -0.04 -0.07 0.03 0.53
H 0.867 -0.602 2.076 -0.02 -0.02 0.02 -0.24
H -0.400 -7.466 -1.921 0.02 0.02 -0.02 0.41
H -0.229 -1.583 -5.548 0.01 -0.01 0.01 0.32
H -0.089 1.843 -5.109 0.01 0.02 -0.02 0.35
H -4.530 2.713 2.057 0.04 -0.01 0.00 0.49
H 1.899 -3.150 -1.234 0.02 0.04 -0.06 0.77
H 0.740 -0.960 4.543 0.00 0.00 -0.03 0.70
H -4.071 3.662 -2.085 0.10 -0.01 0.01 0.28
H 3.333 4.860 -0.125 -0.01 -0.02 0.01 0.65
H -2.556 1.226 1.825 0.00 0.04 0.05 0.68
H 2.660 -3.959 0.457 -0.01 -0.04 -0.05 -0.16
H -1.486 -6.204 -2.502 0.02 -0.01 -0.01 0.34
H -1.926 -0.840 -1.390 0.01 -0.04 0.01 0.15
H 1.431 -5.778 -1.646 0.00 0.02 0.08 0.30
H 2.113 -5.259 1.508 0.00 0.01 -0.03 0.40
```
Forces are in eV/Å.

2S+1: 1
DFT total energy: -167496.5368 eV
ΔE to the lowest compared entry with this formula, charge and spin: 40.9 kJ/mol
Frontier orbital gap (spin up / spin down): 0.262 / 0.262 hartree
Charge: +1
Largest force on an atom: 0.0188 hartree/bohr
E_HOMO (spin up / spin down): -0.3775 / -0.3774 Ha

=====

# 2
Formula: C2H9N3O
Source: the OMol25 dataset
Level of theory: wB97M-V/def2-TZVPD

XYZ file:
```
15
Properties=species:S:1:pos:R:3:forces:R:3:mulliken_spin:R:1
O 2.643 -0.429 -0.635 -2.35 -0.37 1.75 -0.03
N -2.255 0.059 -0.838 -1.44 -1.40 -2.37 -0.15
N -0.779 0.388 0.952 1.57 -0.09 0.65 -0.18
N -0.195 -0.881 -0.971 2.56 -2.97 -0.65 -0.61
C 0.639 0.590 1.468 -2.38 0.87 0.28 0.24
C -0.956 -0.027 -0.383 0.15 0.89 0.70 2.69
H -2.698 0.944 -0.763 -0.43 0.49 -0.21 -0.29
H 1.692 -0.814 -0.812 0.81 1.02 0.26 -0.01
H 1.171 1.384 0.928 -0.06 -0.11 0.00 -0.05
H 1.152 -0.325 1.356 0.61 -0.87 -0.13 0.06
H -1.356 1.174 1.138 -0.34 0.67 0.40 -0.33
H 0.562 0.843 2.560 0.04 -0.19 -0.97 -0.20
H -0.471 -1.904 -0.786 0.08 1.02 -0.25 -0.01
H -2.290 -0.407 -1.824 0.00 1.53 2.61 -0.12
H 3.142 -0.597 -1.390 1.18 -0.48 -2.05 0.01
```
Forces are in eV/Å.

2S+1: 2
DFT total energy: -8735.5110 eV
ΔE to the lowest compared entry with this formula, charge and spin: 106.3 kJ/mol
Frontier orbital gap (spin up / spin down): 0.134 / 0.273 hartree
Charge: -1
<S²>: 0.75
Largest force on an atom: 0.0773 hartree/bohr
E_HOMO (spin up / spin down): 0.0253 / -0.1176 Ha